Entry 1:
{"formula": "C9H24F9N12O15S3Zr", "method": "the ωB97M-V functional and the def2-TZVPD basis", "species": ["Zr", "C", "F", "F", "F", "S", "O", "O", "O", "C", "F", "F", "F", "S", "O", "O", "O", "C", "F", "F", "F", "S", "O", "O", "O", "C", "O", "N", "N", "H", "H", "H", "H", "C", "O", "N", "N", "H", "H", "H", "H", "C", "O", "N", "N", "H", "H", "H", "H", "C", "O", "N", "N", "H", "H", "H", "H", "C", "O", "N", "N", "H", "H", "H", "H", "C", "O", "N", "N", "H", "H", "H", "H"], "positions_angstrom": [[-0.11288, 0.07179, -0.28332], [-3.74116, -1.72723, -2.54372], [-3.31370, -1.63043, -3.80350], [-4.15219, -0.57950, -2.09174], [-4.78647, -2.52220, -2.51268], [-2.36283, -2.23811, -1.43614], [-1.88861, -3.40423, -2.13884], [-1.49860, -1.07213, -1.55922], [-2.92213, -2.45141, -0.12163], [-3.98119, 2.62951, 0.10864], [-4.75242, 1.51581, 0.23273], [-4.71966, 3.66135, -0.29686], [-3.55208, 2.78694, 1.37069], [-2.57325, 2.42062, -0.98298], [-1.95326, 1.26058, -0.27882], [-2.94380, 2.15837, -2.33531], [-1.72436, 3.63775, -0.79111], [4.47683, 1.08903, 0.80008], [4.06215, 2.32681, 0.98791], [5.78898, 1.17956, 0.54646], [4.37684, 0.42140, 1.93446], [3.46378, -0.03279, -0.40335], [2.08775, 0.32930, 0.01630], [3.82384, 0.33364, -1.76437], [3.80430, -1.37444, 0.01755], [1.33017, -1.36827, -3.28049], [1.15821, -1.01288, -2.11019], [0.41258, -2.07907, -4.00410], [2.48384, -1.03265, -3.94171], [-0.45621, -2.32733, -3.53468], [0.46779, -2.33015, -4.97170], [3.15824, -0.51342, -3.41118], [2.62563, -1.36319, -4.85194], [0.62427, 2.14034, -2.65806], [0.07074, 1.41889, -1.79155], [1.90969, 2.32834, -2.67790], [-0.14973, 2.79449, -3.50458], [2.35676, 2.92139, -3.39735], [2.47184, 1.69462, -2.17333], [0.17013, 3.50348, -4.14241], [-1.14031, 2.56804, -3.44917], [-2.18918, 0.03136, 2.17945], [-1.28694, -0.44110, 1.46079], [-3.47581, -0.10122, 1.89488], [-1.88261, 0.70227, 3.35076], [-4.13390, 0.22558, 2.58724], [-3.70579, -0.61314, 1.07238], [-2.62855, 1.03430, 3.89806], [-0.98577, 0.43246, 3.72086], [0.76416, -3.11488, 0.59144], [0.49290, -1.91648, 0.25845], [2.00966, -3.68702, 0.56917], [-0.24213, -3.91117, 1.04607], [2.74061, -3.25341, 0.01577], [1.83326, -4.69578, 0.42347], [-1.15053, -3.46480, 1.06346], [-0.20247, -4.94234, 0.90283], [1.47249, -1.21104, 3.85030], [0.94607, -0.11652, 4.07899], [2.10077, -1.32052, 2.63309], [1.35051, -2.34828, 4.65127], [2.64096, -2.16978, 2.39697], [2.03991, -0.52168, 1.94141], [1.82042, -3.14825, 4.42933], [1.37856, -2.08943, 5.61886], [0.25731, 2.67818, 1.82384], [0.20097, 1.56585, 1.20879], [-0.14768, 3.79370, 1.22542], [0.80127, 2.70124, 3.04069], [-0.17827, 4.69965, 1.70117], [-0.79880, 3.70486, 0.48637], [0.99452, 1.81679, 3.48828], [0.76453, 3.54802, 3.61925]], "forces_ev_per_a": [[0.0, -0.8, 0.4], [0.3, -0.4, 0.3], [0.1, 0.2, 0.1], [-0.5, 2.1, 0.2], [-0.2, -1.1, 0.0], [-1.8, -2.4, -1.0], [0.8, 0.2, 0.4], [1.1, 1.3, 0.4], [0.3, 0.4, 0.0], [-1.8, -0.6, 1.3], [0.1, 0.8, -1.4], [0.3, -0.5, 0.4], [0.4, 1.1, -0.3], [3.8, 0.9, 0.0], [-1.0, 0.4, -0.3], [-0.6, 0.1, 0.0], [-2.5, -1.8, -0.8], [1.0, -0.6, 0.0], [-0.9, 0.1, -0.5], [-0.4, -0.4, -0.9], [-0.4, -0.1, 0.9], [1.1, -0.4, 0.2], [0.1, 0.6, -0.1], [-0.4, 0.3, 0.9], [-0.1, 0.7, -0.3], [0.3, -0.1, -1.8], [-0.2, 0.1, 0.4], [-0.5, 0.3, 1.3], [-1.5, 0.0, 1.5], [0.4, 0.0, -0.1], [0.4, 0.2, -0.1], [0.4, 0.0, 0.0], [0.5, -0.3, -1.1], [-1.0, 1.0, -0.3], [0.1, -0.4, 0.0], [1.5, 1.4, -1.3], [-1.1, -0.1, -0.5], [-0.5, -0.8, 0.8], [1.0, -0.7, 0.6], [0.1, -0.2, 0.0], [0.1, 0.4, 0.0], [-0.2, 0.9, 1.8], [0.4, -0.8, -0.4], [0.5, 0.1, 0.8], [0.6, -1.2, -2.6], [-0.3, -0.3, -0.6], [-0.5, -0.3, -0.5], [-0.5, 0.2, 0.9], [0.3, 0.2, 0.5], [-0.9, 0.9, -0.4], [0.9, -1.5, 0.8], [-1.5, -0.8, -0.5], [0.6, -0.5, -0.5], [-0.1, 0.2, 0.0], [1.1, 0.8, 0.2], [-0.1, -0.2, -0.2], [-0.1, 1.5, 0.4], [0.1, 0.2, -2.3], [-0.3, -0.3, 1.3], [0.3, -0.6, 0.1], [-1.2, 3.8, 0.2], [-0.5, 1.1, 0.0], [0.2, -1.6, 1.6], [1.6, -2.3, -0.8], [-0.2, -0.2, 0.4], [0.3, -0.4, -0.3], [0.3, 0.4, 0.0], [0.9, 1.1, 1.8], [0.0, 0.9, 0.7], [0.2, -0.8, 0.0], [-0.7, -0.2, -1.3], [0.2, -0.3, 0.0], [0.0, -0.8, -0.6]], "lowdin_charge": [2.04, -0.71, 0.15, 0.16, 0.18, 0.53, -0.27, -0.41, -0.27, -0.63, 0.11, 0.17, 0.13, 0.63, -0.44, -0.23, -0.29, -0.64, 0.16, 0.15, 0.13, 0.61, -0.46, -0.30, -0.27, -0.57, -0.09, 0.21, 0.20, 0.07, 0.11, 0.07, 0.09, -0.58, -0.16, 0.25, 0.24, 0.16, 0.05, 0.14, 0.10, -0.56, -0.14, 0.23, 0.22, 0.14, 0.10, 0.10, 0.07, -0.53, -0.17, 0.19, 0.21, 0.09, 0.13, 0.09, 0.15, -0.58, -0.02, 0.17, 0.19, 0.10, 0.09, 0.06, 0.11, -0.56, -0.16, 0.22, 0.21, 0.14, 0.00, 0.07, 0.14], "total_charge": 1, "orbital_gap_ha": 0.377, "homo_energy_ev": -12.53, "lumo_ev": -2.28}

=====

Entry 2:
{"formula": "C9H24FLiO3", "method": "the ωB97M-V functional and the def2-TZVPD basis", "species": ["Li", "F", "C", "C", "C", "O", "H", "H", "H", "H", "H", "H", "H", "H", "C", "C", "C", "O", "H", "H", "H", "H", "H", "H", "H", "H", "C", "C", "C", "O", "H", "H", "H", "H", "H", "H", "H", "H"], "positions_angstrom": [[0.33784, 0.45776, -1.39401], [0.61313, 1.05961, -3.25938], [-2.62817, 1.27655, 0.94355], [-1.99732, 2.35986, 0.08618], [-1.27410, 3.41978, 0.89445], [-1.11927, 1.75891, -0.82154], [-3.35418, 1.76276, 1.59518], [-1.86556, 0.71220, 1.48023], [-3.17560, 0.63254, 0.25532], [-2.75062, 2.92600, -0.46166], [-0.37341, 3.07515, 1.40248], [-2.02149, 3.74906, 1.61630], [-0.89007, 4.30440, 0.38648], [-1.65206, 1.70068, -1.61799], [0.71962, -2.48412, -1.89932], [-0.67055, -2.52078, -1.52409], [-1.05656, -3.29950, -0.27657], [-0.78583, -1.15342, -1.22450], [1.36470, -2.32765, -1.03474], [0.99538, -1.77250, -2.67755], [0.94496, -3.46820, -2.31030], [-1.31396, -2.68001, -2.38940], [-2.03311, -3.01928, 0.11832], [-0.30793, -3.05433, 0.47679], [-0.98901, -4.35510, -0.53969], [-1.67700, -0.99974, -1.54669], [2.01586, 1.49990, 1.48268], [2.53733, 0.22471, 0.89293], [2.11071, -1.05778, 1.56641], [2.15178, 0.10270, -0.45382], [0.92825, 1.49348, 1.55450], [2.24753, 2.35849, 0.85240], [2.46749, 1.73371, 2.44677], [3.62704, 0.24849, 0.88537], [1.02353, -1.09562, 1.63506], [2.48749, -1.17045, 2.58299], [2.52775, -1.97658, 1.15411], [2.83540, -0.42168, -0.87725]], "forces_ev_per_a": [[0.2, -0.2, 1.0], [0.0, 0.0, -0.2], [-0.3, 0.7, -0.6], [0.0, 1.3, 1.6], [0.2, 0.2, 0.6], [0.9, -0.7, -1.9], [0.1, -0.3, 0.3], [-0.1, 0.0, 0.1], [-0.1, -0.3, 0.2], [-0.3, -0.3, -0.2], [-0.3, -0.5, 0.3], [0.3, 0.2, 0.3], [-0.5, -0.1, -0.6], [0.2, -0.1, -0.4], [2.8, -3.0, -1.0], [-0.7, 0.6, 0.4], [0.8, -0.3, -0.7], [-2.3, 2.8, 0.2], [-0.1, 0.0, 0.0], [-0.4, 0.1, 0.0], [0.7, -0.1, -0.1], [-0.1, -0.6, 0.0], [0.0, -0.2, -0.3], [0.0, -0.2, 0.1], [-0.3, -0.1, 0.4], [-0.4, 1.0, 0.6], [-0.3, 0.5, -0.1], [1.2, -0.8, 1.0], [0.0, -0.3, 1.4], [-0.8, 0.6, -1.9], [0.0, -0.2, 0.3], [0.2, -0.1, -0.2], [-0.2, -0.3, 0.1], [0.2, 0.2, 0.2], [-0.1, -0.2, -0.2], [-0.1, 0.6, 0.3], [-0.2, 0.2, -0.8], [-0.1, -0.1, -0.3]], "mulliken_spin": [0.01, 0.98, 0.00, 0.00, 0.00, 0.00, 0.00, 0.00, 0.00, 0.00, 0.00, 0.00, 0.00, 0.00, 0.00, 0.00, 0.00, 0.01, 0.00, 0.00, 0.00, 0.00, 0.00, 0.00, 0.00, 0.00, 0.00, 0.00, 0.00, 0.00, 0.00, 0.00, 0.00, 0.00, 0.00, 0.00, 0.00, 0.00], "total_charge": 1, "orbital_gap_ha": [0.414, 0.180], "multiplicity": 2, "homo_energy_ev": [-14.14, -14.14], "lumo_ev": [-2.87, -9.23]}